[1]
Computed, not measured: a cluster of 20 separate species, C60H140N20O20 in total, with ωB97M-V/def2-TZVPD.

```
! RIJCOSX wB97M-V def2-TZVPD def2/J DEFGRID3
* xyz 0 1
C 9.56852 23.83330 12.24023
O 9.80452 24.72976 11.42004
N 10.47186 23.41492 13.12411
C 10.07624 22.31644 14.07395
C 11.78556 23.99326 13.27234
H 8.63601 23.28666 12.44957
H 10.79560 21.49980 14.01288
H 9.05882 21.94940 13.93880
H 10.08884 22.70612 15.09184
H 11.87668 24.81242 12.55903
H 11.99056 24.37034 14.27429
H 12.41840 23.13470 13.04774
C 17.73888 18.82628 11.81799
O 16.82481 19.60860 12.11298
N 18.59504 19.09992 10.86209
C 18.40120 20.24574 10.00475
C 19.64944 18.08285 10.60123
H 17.97132 17.90430 12.37309
H 17.62611 20.98008 10.22406
H 18.29065 19.81338 9.01029
H 19.33125 20.81080 9.94321
H 19.51640 17.64586 9.61156
H 20.63156 18.53672 10.46879
H 19.76030 17.30481 11.35650
C 19.56770 18.16278 14.96440
O 19.35312 17.38010 14.02212
N 18.82316 18.20910 16.05333
C 19.14072 19.07084 17.16055
C 17.62022 17.36466 16.14614
H 20.40562 18.87642 14.99257
H 19.56544 18.55596 18.02229
H 18.21001 19.50652 17.52396
H 19.77573 19.92284 16.91775
H 16.75070 17.89154 16.53912
H 17.41872 16.86886 15.19657
H 17.86164 16.59650 16.88080
C 17.16932 21.15576 24.45831
O 17.28494 20.83966 25.64475
N 16.69821 20.32164 23.51696
C 16.25202 20.95468 22.25125
C 16.18092 18.97976 23.80923
H 17.65126 22.06198 24.05995
H 16.60082 21.95850 22.00877
H 15.16282 20.96529 22.21143
H 16.64976 20.30028 21.47557
H 16.68020 18.54556 24.67541
H 15.11064 18.90740 24.00255
H 16.43716 18.37260 22.94101
C 12.28634 10.77738 13.96408
O 11.83404 9.64876 13.83525
N 12.30996 11.48224 15.12371
C 13.19796 12.69366 15.14484
C 11.64212 11.04710 16.33805
H 12.86104 11.34996 13.21972
H 14.10018 12.41294 15.68824
H 12.67040 13.45074 15.72504
H 13.45476 13.11130 14.17133
H 12.42634 11.04098 17.09506
H 10.83834 11.69106 16.69490
H 11.28442 10.01749 16.32983
C 8.68986 20.27429 18.15780
O 9.14142 19.86701 17.05988
N 8.45394 21.61178 18.36172
C 8.58862 22.56066 17.26978
C 7.95390 22.08688 19.62304
H 8.50172 19.71082 19.08478
H 8.64734 22.05688 16.30496
H 9.42658 23.25616 17.31694
H 7.76112 23.26964 17.24330
H 7.14636 22.79852 19.45112
H 7.53118 21.30226 20.25053
H 8.76340 22.44910 20.25678
C 15.92902 21.43522 14.85818
O 15.97942 21.14574 16.03050
N 15.79480 22.63424 14.35054
C 15.65288 22.79130 12.92668
C 15.92702 23.89988 15.13861
H 16.00942 20.56399 14.18981
H 16.51156 23.23082 12.41915
H 14.67970 23.28124 12.89564
H 15.53422 21.81038 12.46643
H 15.10422 24.61162 15.07145
H 16.13874 23.85368 16.20685
H 16.80613 24.31208 14.64325
C 8.49098 14.58384 16.91742
O 8.33768 13.36614 16.71316
N 9.50674 15.05686 17.56532
C 9.68196 16.46286 17.93583
C 10.45004 14.12196 18.27122
H 7.81718 15.39738 16.60707
H 9.16668 17.11065 17.22662
H 10.69198 16.86016 17.83539
H 9.40764 16.79335 18.93765
H 10.34067 13.05984 18.05201
H 11.45816 14.37780 17.94515
H 10.44336 14.27948 19.34976
C 17.29356 16.56772 20.12036
O 16.30792 17.18932 19.92382
N 18.51330 17.11320 20.51941
C 19.59840 16.25893 20.90454
C 18.74561 18.58664 20.74006
H 17.41718 15.47714 20.03338
H 19.75270 16.34996 21.97972
H 20.52976 16.45284 20.37247
H 19.29866 15.25184 20.61465
H 18.03974 19.22800 20.21231
H 18.68292 18.66314 21.82557
H 19.74826 18.82047 20.38217
C 12.02534 21.52434 19.14666
O 11.88416 21.07634 20.29249
N 13.22800 21.67792 18.55012
C 13.41708 22.16428 17.22932
C 14.48694 21.42258 19.27272
H 11.22144 21.66010 18.40670
H 12.50416 22.65974 16.89889
H 13.79068 21.43380 16.51174
H 14.26974 22.84332 17.22967
H 14.27132 20.78576 20.13066
H 15.19292 20.97422 18.57367
H 14.93772 22.32320 19.68962
C 7.84282 16.70994 12.74267
O 7.93358 15.88650 13.66381
N 8.23143 18.00312 12.87869
C 8.89568 18.56514 14.01409
C 8.18426 18.81950 11.69309
H 7.35300 16.44186 11.79377
H 8.96744 17.95472 14.91427
H 8.34062 19.37306 14.49080
H 9.93324 18.80458 13.78115
H 8.11946 19.89748 11.84097
H 8.99390 18.63944 10.98589
H 7.23310 18.63114 11.19515
C 11.96050 16.10434 21.35177
O 12.30306 16.00052 20.14439
N 12.54484 17.00586 22.21555
C 12.39036 16.67358 23.59810
C 13.71162 17.75077 21.82583
H 11.19960 15.45140 21.80662
H 13.13496 15.92850 23.87826
H 11.38328 16.27942 23.73422
H 12.55128 17.60678 24.13787
H 14.56418 17.07464 21.89001
H 13.55744 18.08176 20.79882
H 13.93792 18.59420 22.47815
C 14.60464 14.62332 10.03673
O 14.89912 14.64208 8.83075
N 14.40540 15.70098 10.83419
C 14.18800 15.53304 12.28956
C 14.51596 17.07642 10.32978
H 14.59136 13.66262 10.57439
H 13.79266 14.54768 12.53625
H 13.63378 16.34845 12.75436
H 15.13734 15.65814 12.81033
H 15.06092 17.67666 11.05836
H 15.06242 17.14488 9.38914
H 13.56530 17.52502 10.04154
C 10.66160 13.77500 12.10128
O 10.54352 12.52676 12.01686
N 10.56572 14.57898 11.01937
C 10.24436 14.04744 9.72517
C 10.68986 16.03686 11.06216
H 10.86036 14.36762 13.00765
H 11.14194 14.12414 9.11151
H 9.35670 14.48704 9.27027
H 10.16142 12.96548 9.82794
H 9.81264 16.47849 10.58936
H 10.84358 16.41900 12.07133
H 11.46040 16.37758 10.37058
C 14.28670 12.97032 19.50049
O 14.70196 12.87596 18.39415
N 14.16258 11.92736 20.42155
C 13.82744 12.05926 21.84851
C 14.52300 10.56062 20.05687
H 13.94426 13.91822 19.94369
H 14.48572 11.46746 22.48453
H 12.79588 11.70734 21.86035
H 13.77258 13.08226 22.22072
H 15.23828 10.15934 20.77482
H 13.65434 9.90446 20.11141
H 14.91352 10.41494 19.04971
C 13.64170 20.72350 11.02941
O 13.13936 19.87987 11.80764
N 12.99148 21.59334 10.17873
C 13.67100 22.71418 9.57677
C 11.54980 21.54840 9.94687
H 14.73082 20.88468 11.03410
H 14.75568 22.74652 9.67927
H 13.10008 23.50146 10.06905
H 13.31020 22.72212 8.54825
H 10.94256 22.17630 10.59887
H 11.20298 21.90314 8.97631
H 11.08032 20.63724 10.31764
C 16.49234 9.80204 16.17546
O 16.42857 8.99240 17.07473
N 17.47706 9.92052 15.25223
C 17.47328 10.98362 14.24964
C 18.55046 8.99011 15.12398
H 15.79212 10.64996 16.12113
H 16.72566 11.73846 14.49331
H 17.21962 10.59458 13.26353
H 18.48540 11.36262 14.10801
H 18.51828 8.27080 15.94230
H 18.60146 8.39556 14.21184
H 19.56548 9.38215 15.18838
C 14.17788 16.01100 16.56534
O 14.45244 15.27756 15.61627
N 13.95092 17.30001 16.44919
C 13.72484 18.21738 17.59915
C 14.11744 18.15023 15.22687
H 14.12504 15.64902 17.60379
H 13.52766 17.72406 18.55092
H 12.82504 18.80970 17.43292
H 14.62072 18.82858 17.70836
H 13.29320 18.82262 14.98885
H 14.91562 18.86014 15.44377
H 14.57484 17.60714 14.39988
C 20.02472 12.14748 16.81467
O 19.87532 11.25026 17.64935
N 19.23694 13.28784 16.64622
C 19.76718 14.34124 15.73272
C 18.01624 13.57856 17.37608
H 20.91694 12.08424 16.17268
H 20.52556 14.00936 15.02362
H 20.30529 14.98978 16.42405
H 18.89047 14.85764 15.34182
H 17.18815 13.68982 16.67607
H 17.80014 12.80470 18.11265
H 18.03956 14.51014 17.94153
C 20.25138 23.43914 18.44481
O 21.43910 23.48212 18.88040
N 19.14496 23.04196 19.14166
C 17.85518 23.12450 18.39465
C 19.14566 22.65254 20.56831
H 20.04560 23.57806 17.37217
H 18.11032 22.82774 17.37734
H 17.40430 24.11540 18.34038
H 17.13828 22.47110 18.89189
H 18.41380 23.26856 21.09081
H 18.67359 21.67130 20.61714
H 20.09550 22.57572 21.09747
*
```

Its energy above the lowest of the compared OMol25 structures with the same formula, charge and spin is 1603.1 kJ/mol. The highest occupied orbital energy is -7.791 eV. As for the largest force on an atom: 5.00 eV/Å. As for the total energy: -4969.91100 hartree. The value obtained for the orbital gap is 0.2767 hartree.

[2]
Computed, not measured: a cluster of 10 separate species, C60H142N10O10 in total, with ωB97M-V/def2-TZVPD.

```
! RIJCOSX wB97M-V def2-TZVPD def2/J DEFGRID3
* xyz 0 1
C 3.70601 5.73870 3.06741
C 2.83651 5.54139 1.88497
C 3.47663 4.59132 0.96117
O 4.59434 5.19614 0.34146
C 4.83608 4.70222 -0.96042
N 1.54376 4.96977 2.10220
H 4.66783 6.06178 2.67057
H 3.78763 4.78851 3.60645
H 3.30062 6.50995 3.73062
H 2.85372 6.52392 1.40552
H 2.81702 4.37403 0.11398
H 3.71097 3.64239 1.47943
H 3.99041 4.94309 -1.62131
H 4.96294 3.61410 -0.90481
H 5.77680 5.13195 -1.25868
H 1.38654 4.77843 3.07767
H 0.79633 5.60894 1.89492
C -2.08566 -1.45014 4.69896
C -2.99687 -1.85842 5.87101
C -2.19850 -1.84981 7.18302
O -1.03942 -2.62004 7.12309
C -1.32816 -3.99798 7.42823
N -4.16745 -1.08620 6.17966
H -2.51302 -1.51174 3.68867
H -1.21142 -2.08488 4.75444
H -1.71663 -0.43726 4.88013
H -3.31619 -2.89930 5.68841
H -2.88299 -2.14570 7.98422
H -1.81500 -0.85749 7.45246
H -2.20406 -4.31811 6.84982
H -1.57496 -4.12274 8.48654
H -0.47841 -4.63446 7.18891
H -3.84545 -0.17664 6.50110
H -4.85022 -1.00685 5.45478
C 2.46488 4.73321 -4.34839
C 1.32071 5.48233 -5.01082
C 0.02636 4.68842 -4.87981
O 0.16385 3.60104 -5.72755
C -0.85088 2.64434 -5.46520
N 1.15736 6.72513 -4.27960
H 2.48032 3.76619 -4.84878
H 2.28514 4.65835 -3.27875
H 3.40924 5.25325 -4.52703
H 1.46382 5.65235 -6.09906
H -0.84530 5.29335 -5.21486
H -0.13567 4.40491 -3.81183
H -0.82297 2.35592 -4.40183
H -0.70968 1.82461 -6.16589
H -1.83555 3.07441 -5.69846
H 2.03584 7.22241 -4.30306
H 0.47759 7.34790 -4.71774
C -4.86798 -3.05923 1.93378
C -5.31919 -1.63705 2.12638
C -6.32767 -1.30696 0.98642
O -6.97421 -0.05751 1.25841
C -6.13724 1.07944 1.27689
N -5.90592 -1.40417 3.47008
H -5.76477 -3.67524 2.04170
H -4.07384 -3.34002 2.64381
H -4.53364 -3.12412 0.90413
H -4.51700 -0.90531 1.99355
H -7.06001 -2.10036 0.87577
H -5.82863 -1.18457 0.00996
H -5.56554 1.04301 2.19945
H -6.77739 1.96260 1.22360
H -5.41755 1.05653 0.43900
H -6.54098 -0.62752 3.43993
H -6.55635 -2.18167 3.57699
C 2.19917 1.51872 9.50056
C 2.64926 1.08768 8.11577
C 3.46368 2.21014 7.40873
O 3.59377 1.98137 6.00862
C 2.48877 2.28650 5.20462
N 3.17119 -0.27454 7.96982
H 1.64770 2.45460 9.36382
H 3.09007 1.69188 10.10159
H 1.58857 0.79182 10.01335
H 1.70641 1.11067 7.53276
H 4.46164 2.30863 7.83783
H 2.92076 3.15455 7.57271
H 1.65417 1.56422 5.23870
H 2.89489 2.30382 4.19825
H 2.06235 3.26616 5.48431
H 3.89003 -0.36377 8.65854
H 3.66100 -0.52337 7.12118
C 3.77236 -1.66655 3.27900
C 2.85827 -1.75445 4.50111
C 1.46262 -2.30325 4.05315
O 1.63258 -3.56935 3.39906
C 0.42554 -4.13844 2.95297
N 3.46738 -2.49742 5.58622
H 4.05330 -2.64882 2.88838
H 4.69139 -1.14846 3.55985
H 3.36875 -1.08239 2.45209
H 2.57546 -0.78411 4.94328
H 0.97304 -1.58453 3.36808
H 0.79042 -2.42893 4.91851
H 0.70460 -5.07686 2.48630
H -0.11733 -3.45744 2.27671
H -0.19911 -4.34002 3.82858
H 2.82363 -2.74486 6.34573
H 3.69631 -3.45611 5.29757
C -4.03927 0.32890 -2.14134
C -4.54412 1.66878 -2.59883
C -6.02041 1.87400 -2.47569
C -6.49527 3.34616 -2.47010
C -5.74198 4.04932 -1.37554
C -4.25809 4.01346 -1.57640
N -3.84721 2.57935 -1.62132
O -2.48858 2.57458 -2.02142
C -3.81769 4.82247 -2.78214
C -3.58948 4.56938 -0.31127
C -4.04394 1.90418 -4.08196
H -4.56986 -0.48135 -2.66336
H -4.23651 0.21316 -1.07759
H -2.97944 0.30337 -2.39234
H -6.45687 1.33998 -3.33685
H -6.40605 1.38456 -1.57586
H -7.57450 3.33381 -2.27654
H -6.34327 3.64616 -3.49901
H -5.87763 3.47960 -0.44198
H -6.12269 5.06048 -1.19053
H -4.42299 4.68235 -3.67635
H -3.98454 5.86021 -2.49716
H -2.76495 4.77407 -3.06160
H -2.51046 4.53125 -0.46517
H -3.95766 5.58014 -0.17275
H -3.88820 3.90953 0.50757
H -2.95058 1.87396 -4.12808
H -4.36393 2.85677 -4.49819
H -4.40383 1.09728 -4.71679
H -1.95384 2.30216 -1.26188
C -1.37173 -4.60284 -7.54627
C -1.21295 -4.46527 -6.01629
C 0.22751 -4.71251 -5.54601
C 1.07255 -3.53993 -5.80917
C 0.52288 -2.28366 -5.14249
C -0.89645 -1.93174 -5.56720
N -1.66233 -3.18667 -5.35500
O -2.95358 -3.00047 -5.89317
C -1.54647 -0.89730 -4.64947
C -0.91142 -1.38708 -7.01424
C -2.07905 -5.55236 -5.35975
H -2.38331 -4.36932 -7.87038
H -1.14054 -5.65899 -7.73726
H -0.64408 -4.01192 -8.09419
H 0.24454 -4.93470 -4.47257
H 0.43242 -5.62978 -6.07990
H 1.19283 -3.29693 -6.87026
H 2.07929 -3.65542 -5.41461
H 1.07837 -1.34467 -5.33454
H 0.51845 -2.46322 -4.05522
H -0.94740 0.01998 -4.67430
H -2.54852 -0.69382 -5.01560
H -1.54623 -1.32209 -3.63922
H -0.40552 -0.41337 -7.00201
H -0.41865 -2.06059 -7.71272
H -1.96471 -1.28772 -7.29074
H -2.07893 -5.38071 -4.28599
H -1.59503 -6.50088 -5.58286
H -3.08935 -5.52265 -5.78417
H -3.64239 -2.99222 -5.22594
C -2.19468 1.57149 1.75612
C -0.85332 0.94774 1.25223
C -1.05731 -0.43625 0.69610
C 0.16824 -1.03502 0.03709
C 0.55656 -0.06841 -1.09211
C 0.84555 1.30130 -0.53672
N -0.37041 1.82856 0.19932
O -0.21350 3.10382 0.64289
C 2.19323 1.41197 0.30664
C 0.95187 2.29685 -1.70190
C 0.07630 0.92903 2.51402
H -2.88020 1.53733 0.90702
H -1.93780 2.53719 2.18274
H -2.46759 0.90736 2.57605
H -1.31529 -1.01222 1.61654
H -1.95017 -0.45951 0.05272
H -0.03665 -2.02795 -0.35416
H 1.03841 -1.07929 0.71656
H -0.21657 -0.01033 -1.88145
H 1.51878 -0.26927 -1.56371
H 3.02591 1.54192 -0.38155
H 2.15796 2.22624 1.02400
H 2.39459 0.49227 0.83953
H 0.04118 2.34206 -2.31231
H 1.14818 3.30519 -1.33053
H 1.78037 2.01001 -2.36316
H -0.42294 0.47499 3.37278
H 0.40089 1.93810 2.84813
H 0.99478 0.37086 2.33653
H 0.51157 3.23765 1.28988
C 6.64515 -4.47008 -3.02576
C 5.89668 -4.04687 -1.71946
C 6.26638 -2.60028 -1.49844
C 5.34972 -2.03036 -0.44871
C 3.95133 -2.08202 -1.02927
C 3.41978 -3.46910 -1.27079
N 4.43179 -4.08514 -2.10077
O 4.10702 -5.43652 -2.24096
C 3.12012 -4.27888 0.06788
C 2.13834 -3.48373 -2.10895
C 6.35158 -4.98734 -0.58085
H 6.60273 -5.53708 -3.26688
H 7.69240 -4.19270 -2.92185
H 6.22370 -3.94031 -3.87639
H 7.33163 -2.57162 -1.24815
H 6.13781 -2.06797 -2.44784
H 5.73182 -1.03199 -0.24024
H 5.30461 -2.63679 0.46762
H 3.90262 -1.55066 -2.00170
H 3.25228 -1.64175 -0.29874
H 2.27482 -3.81442 0.56881
H 2.89267 -5.29260 -0.27245
H 3.95988 -4.29268 0.74421
H 1.33887 -2.90259 -1.64640
H 2.34825 -2.94020 -3.02486
H 1.75612 -4.47744 -2.34120
H 5.93566 -5.97774 -0.76516
H 6.11120 -4.71159 0.44206
H 7.44761 -5.00892 -0.64768
H 3.65357 -5.56549 -3.08800
*
```

Its energy above the lowest of the compared OMol25 structures with the same formula, charge and spin is 0.0 kJ/mol. The highest occupied orbital energy is -8.476 eV. Its SMILES is CC1(C)CCCC(C)(C)N1O.CC1(C)CCCC(C)(C)N1O.CC1(C)CCCC(C)(C)N1O.CC1(C)CCCC(C)(C)N1O.COC[C@H](C)N.COC[C@H](C)N.COC[C@H](C)N.COC[C@H](C)N.COC[C@H](C)N.COC[C@H](C)N. As for the largest force on an atom: 2.69 eV/Å. As for the total energy: -3670.94694 hartree. The value obtained for the orbital gap is 0.3266 hartree.

Question: highest occupied orbital energy of number 2 (C60H142N10O10)?
Answer: -8.476 eV